1.
The following is a quantum chemistry calculation of C9H16ClN3O2 in the gas phase in a non-equilibrium geometry, from the Open Molecules 2025 dataset.

Geometry as XYZ:
```
31
C9H16ClN3O2, DFT ωB97M-V with the def2-TZVPD basis set
Cl -1.0410 -4.7955 1.8800
O -1.0345 -0.6247 3.7141
O 2.4388 -0.1845 1.5825
N 0.8963 -0.5642 -0.1641
N 0.2680 -0.9487 2.0187
N -0.0368 -0.2426 3.1398
C 1.3736 -0.5294 1.1781
C 0.8273 2.4364 -0.9613
C -0.3316 0.2218 -0.4220
C -0.5620 -2.0835 1.6629
C 0.5267 2.2522 -2.4857
C -0.1448 1.6933 -0.0828
C -0.7173 1.3903 -2.6528
C -0.6338 0.0531 -1.9265
C -0.2735 -3.2897 2.5932
H 0.0548 1.7287 0.9597
H -1.5252 -0.5862 -2.1483
H -1.5078 1.9924 -2.2406
H 0.2551 -0.3824 -2.2823
H 1.7313 -0.4241 -0.7539
H -1.2147 -0.2624 0.0617
H 0.7988 -3.4679 2.7318
H 1.4463 1.7631 -2.9790
H 1.9082 2.1752 -0.7868
H -0.7248 -3.2361 3.6168
H -1.6001 -1.7671 1.6595
H 0.4206 3.2533 -2.9754
H 0.7504 3.4600 -0.6306
H -0.2728 -2.2677 0.6383
H -0.9472 1.1248 -3.7163
H -1.1283 2.1119 -0.2286
```

Properties
* HOMO level: -9.82 eV
* HOMO-LUMO gap: 10.17 eV
* 2S+1: 1
* LUMO energy: 0.3 eV
* molecular weight: 233.7 u

---

2.
The following is a quantum chemistry calculation of 2 unconnected molecules or ions with the total composition C4H13NO in a non-equilibrium geometry, from the Open Molecules 2025 dataset.

Geometry as XYZ:
```
19
C4H13NO, DFT ωB97M-V with the def2-TZVPD basis set
O -4.2643 -0.3405 2.0043
N -0.4121 -1.8305 2.2784
C 1.0781 -0.8837 0.6298
C -1.0777 -3.0189 2.7612
C 0.0000 0.0000 0.0000
C 0.4497 -2.1860 1.1389
H -1.1502 -1.1690 2.0055
H -0.1435 -2.6644 0.3359
H -1.4082 -2.9904 3.8132
H 1.8787 -1.1325 -0.0931
H 1.2611 -2.8848 1.4198
H -4.8104 -0.5647 1.2170
H -0.8484 0.2906 0.6422
H -4.8015 -0.6400 2.7723
H 1.5492 -0.3709 1.4904
H -0.3997 -3.8788 2.6287
H 0.4642 0.9150 -0.4050
H -1.9619 -3.1657 2.1185
H -0.3850 -0.6010 -0.8409
```

Properties
* HOMO level: -8.53 eV
* HOMO-LUMO gap: 9.25 eV
* 2S+1: 1
* energy above the lowest of the compared OMol25 structures with the same formula, charge and spin: 0.801 eV
* LUMO energy: 0.7 eV
* molecular weight: 91.2 u

---

3.
The following is a quantum chemistry calculation of 2 unconnected molecules or ions with the total composition C5H11NO3S in a non-equilibrium geometry, from the Open Molecules 2025 dataset.

Geometry as XYZ:
```
21
C5H11NO3S, DFT ωB97M-V with the def2-TZVPD basis set
S -3.3575 0.1594 0.1711
O -3.3487 1.5530 -0.0359
O -1.4119 -0.4471 2.2971
O -3.2484 -0.6811 -0.9811
N 0.5195 -0.0656 -0.2513
C 1.5091 -1.0892 -0.5172
C 1.0902 1.1950 0.2142
C -1.4953 -0.2485 1.1736
C 0.0178 2.2132 0.4049
C 0.8332 -2.4607 -0.6634
H 0.3669 -2.5370 -1.5818
H 1.6824 1.0442 1.2542
H -0.1913 0.0532 -0.9883
H 2.0361 1.4753 -0.2681
H -0.3546 2.6775 -0.4634
H 0.0955 -2.5500 0.0442
H -0.8496 1.7954 0.8712
H 0.4058 3.1295 0.9019
H 1.9580 -1.1273 0.5214
H 2.1210 -0.9030 -1.3244
H 1.6219 -3.1861 -0.7789
```

Properties
* HOMO level (alpha / beta): -8.95 / -8.95 eV
* HOMO-LUMO gap (alpha / beta): 8.31 / 8.31 eV
* 2S+1: 1
* energy above the lowest of the compared OMol25 structures with the same formula, charge and spin: 2.741 eV
* LUMO energy (alpha / beta): -0.6 / -0.6 eV
* molecular weight: 165.2 u

---

4.
The following is a quantum chemistry calculation of a molecular structure, C48H45BrClEuF3N4O7S2 in a non-equilibrium geometry, from the Open Molecules 2025 dataset.

Geometry as XYZ:
```
112
C48H45BrClEuF3N4O7S2, DFT ωB97M-V with the def2-TZVPD basis set
Eu -0.1196 -0.5230 -0.0648
Br -5.9380 1.6621 -2.1558
Cl 3.6580 -8.2021 -3.0448
S 0.1573 -2.0553 -2.7460
S 0.6047 -1.5968 3.4139
F -1.7755 -2.7906 0.5009
F -3.6872 -1.7759 0.6475
F -2.3722 -1.3535 -1.0491
O 3.3229 -4.4358 1.4418
O 2.1950 1.1225 -1.3697
O -0.4270 -0.7636 2.7507
O 1.0237 -2.5884 1.2290
O -0.8387 -2.6237 -3.6156
O 2.3212 -1.2584 0.0334
O 0.2154 -2.5963 -1.3923
N -0.0244 -0.4894 -2.5058
N 3.9362 2.0199 -0.2666
N -2.6156 1.2322 0.2179
N -0.6690 2.0235 -1.9249
C 0.6418 2.5029 -5.3427
C 4.1247 -2.5437 -3.4068
C 2.9441 -3.8044 -5.0710
C 2.9257 -2.0762 -2.8906
C 0.7214 0.1634 -4.7788
C 4.1509 -3.4083 -4.4957
C -0.6616 1.1196 5.0377
C 3.3336 -5.3078 0.3809
C -0.8530 4.3597 -2.4590
C -4.4671 1.5123 1.6983
C 3.3926 -3.0298 1.2053
C 5.4491 -3.9200 -5.0572
C 0.1810 0.4314 -3.4770
C 1.5767 2.7411 4.8496
C 3.5015 -7.1115 -1.6987
C 1.6812 2.4979 0.5312
C -0.1519 1.7888 -3.1375
C -4.8051 1.4996 -0.6451
C -3.7538 -2.0583 4.6370
C 0.9589 1.1713 -5.6632
C 1.7232 1.3725 5.0144
C -0.2626 -3.2061 3.7973
C -2.3653 -1.5244 0.3850
C 0.0658 2.8231 -4.0910
C -3.4429 1.3129 -0.8164
C 2.1326 -2.2616 0.7549
C -1.5262 -2.9806 4.5513
C 1.7417 -3.3505 -4.5600
C -0.8088 2.4876 4.8799
C 1.7394 -2.4880 -3.4730
C -2.6159 -2.3844 3.9149
C 0.7300 -0.9346 5.1847
C -0.3137 4.1277 -3.7256
C 2.3456 -5.3403 -0.5869
C -2.7581 -2.9429 6.6335
C 0.3110 3.3023 4.7856
C -1.6157 -3.2620 5.9150
C 4.4689 -7.1205 -0.7080
C -5.3411 1.5966 0.6254
C -3.1169 1.3362 1.4455
C -3.8280 -2.3306 5.9959
C 2.5924 1.8166 -0.4477
C 4.3831 -6.2330 0.3540
C 5.4177 -6.2248 1.4465
C 2.4215 -6.2534 -1.6281
C -1.0037 3.2879 -1.6042
C 0.8816 1.4076 1.2886
C 0.6075 0.5466 5.1111
H -2.5597 -2.1697 2.8582
H -3.0064 1.2185 -1.8022
H 5.9909 -7.1510 1.4336
H -1.7987 2.9226 4.8123
H 4.2020 -2.7909 0.5090
H 2.9516 -4.4909 -5.9090
H 2.8981 -1.4028 -2.0412
H 5.5222 -3.6811 -6.1196
H 5.2923 -7.8217 -0.7599
H 1.6075 0.9435 1.9815
H 1.4004 0.9284 -6.6216
H -2.8105 -3.1629 7.6927
H -0.1830 4.9309 -4.4420
H -4.8381 1.5798 2.7123
H -0.4340 -3.5866 2.7921
H 1.5069 -4.6618 -0.5365
H 0.8427 3.2974 -6.0508
H 4.9425 -6.1028 2.4184
H -1.1591 5.3483 -2.1434
H -1.4341 3.4342 -0.6183
H -1.5326 0.4762 5.0923
H 4.5536 1.3860 -0.7471
H 4.2610 2.4061 0.6011
H 1.7211 -1.2611 5.5033
H 2.4504 3.3733 4.7508
H 0.9541 -0.8499 -5.0616
H -0.7828 -3.7474 6.4126
H -6.4047 1.7313 0.7658
H 5.5045 -5.0055 -4.9541
H 0.4582 -3.8293 4.3278
H -0.0430 -1.3685 5.8096
H -4.5871 -1.5913 4.1264
H 5.0607 -2.2381 -2.9538
H 0.7893 -3.6523 -4.9767
H 6.1037 -5.3845 1.3188
H 0.9937 3.1334 -0.0302
H 2.2734 3.1437 1.1972
H -2.3963 1.2551 2.2535
H 0.1931 1.9480 1.9554
H 1.6433 -6.2859 -2.3744
H -4.7168 -2.0723 6.5584
H 2.7161 0.9397 5.0661
H 6.3043 -3.4825 -4.5434
H 3.6363 -2.6250 2.1912
H 0.1973 4.3705 4.6502
```

Properties
* HOMO level (alpha / beta): -1.10 / -3.56 eV
* HOMO-LUMO gap (alpha / beta): 2.83 / 3.31 eV
* 2S+1: 7
* <S²>: 12.106
* charge: -1
* LUMO energy (alpha / beta): 1.7 / -0.2 eV
* molecular weight: 1178.4 u

---

5.
The following is a quantum chemistry calculation of a molecular structure, C6H10, from the Open Molecules 2025 dataset.

Geometry as XYZ:
```
16
C6H10, DFT ωB97M-V with the def2-TZVPD basis set
C 1.2287 1.3283 0.1183
C -0.5050 -1.8079 1.3174
C 0.4100 1.1040 -1.1456
C -1.0732 -0.8429 0.3155
C -0.8225 0.2489 -0.9321
C -1.6202 0.3722 0.3207
H -0.7169 -2.8496 1.0582
H -0.9706 -1.5781 2.2791
H 1.6785 0.3919 0.4678
H 1.0286 0.6833 -1.9467
H 0.0239 2.0628 -1.5181
H 0.5943 1.7157 0.9198
H 0.5788 -1.6929 1.4275
H -0.5355 -1.1328 -0.7631
H -1.3372 -0.0425 -1.8513
H 2.0383 2.0395 -0.0675
```

Properties
* HOMO level: -8.69 eV
* HOMO-LUMO gap: 9.56 eV
* 2S+1: 1
* energy above the lowest of the compared OMol25 structures with the same formula, charge and spin: 4.912 eV
* LUMO energy: 0.9 eV
* molecular weight: 82.1 u

---

6.
The following is a quantum chemistry calculation of a molecular structure, C6H14NO3ReSSbSe4 in a non-equilibrium geometry, from the Open Molecules 2025 dataset.

Geometry as XYZ:
```
31
C6H14NO3ReSSbSe4, DFT ωB97M-V with the def2-TZVPD basis set
Re 1.3987 0.0045 0.7446
Sb 1.1401 -4.7391 0.2548
Se 3.4491 -5.4949 0.4483
Se 0.2616 -5.1881 -1.9697
Se 1.0661 -2.1248 0.5430
Se -0.3118 -5.7180 1.9435
S -1.3403 -0.1434 -0.0510
O -0.6429 0.2423 1.2544
O 2.7192 3.6828 0.2491
O 1.5185 1.8245 0.2422
N 3.5455 0.1447 0.2654
C 3.8945 1.5918 0.2202
C -1.6226 2.6191 -0.1367
C -3.8256 -1.0631 -0.6336
C -1.3960 1.4069 -1.0124
C -3.0920 -0.2752 0.4323
C 2.6050 2.4816 0.2397
H -0.8597 2.6755 0.6409
H 4.1389 -0.3358 0.9561
H 3.7768 -0.2884 -0.6412
H 4.4987 1.8693 1.0854
H -2.6006 2.6037 0.3425
H -3.8158 -0.5392 -1.5872
H -4.8597 -1.2065 -0.3362
H -0.4284 1.4726 -1.5161
H 4.4631 1.8418 -0.6762
H -3.3703 -2.0411 -0.7668
H -3.5037 0.7188 0.5767
H -1.5502 3.5260 -0.7352
H -2.1730 1.2539 -1.7591
H -3.0837 -0.8028 1.3837
```

Properties
* HOMO level (alpha / beta): -6.86 / -6.91 eV
* HOMO-LUMO gap (alpha / beta): 3.71 / 3.82 eV
* 2S+1: 2
* <S²>: 0.938
* LUMO energy (alpha / beta): -3.1 / -3.1 eV
* molecular weight: 804.1 u

---

7.
The following is a quantum chemistry calculation of a molecular structure, C2H6Cl5NSi2 in a non-equilibrium geometry, from the Open Molecules 2025 dataset.

Geometry as XYZ:
```
16
C2H6Cl5NSi2, DFT ωB97M-V with the def2-TZVPD basis set
Cl -3.1457 0.0923 -1.6107
Cl -0.5444 3.3874 -1.2666
Cl -3.2427 -1.3000 1.7388
Cl -1.9856 1.2079 1.1584
Cl -1.2754 -2.1472 -0.5277
Si -2.2050 -0.4637 0.0858
Si 0.3269 2.1463 0.1047
N 0.3659 0.6808 -0.5405
C 1.6726 -1.1428 0.5177
C 1.3293 -0.4285 -0.7701
H 0.9147 -1.7031 1.0124
H 2.1047 0.0570 -1.4287
H 2.4451 -1.8541 0.4370
H 0.7809 -1.1126 -1.4518
H 0.3873 3.0773 1.3219
H 2.0713 -0.4971 1.2194
```

Properties
* HOMO level: -9.11 eV
* HOMO-LUMO gap: 8.47 eV
* 2S+1: 1
* energy above the lowest of the compared OMol25 structures with the same formula, charge and spin: 1.180 eV
* LUMO energy: -0.6 eV
* molecular weight: 277.5 u